# 1
{
  "formula": "C8H19P",
  "method": "ωB97M-V/def2-TZVPD",
  "gap_ev": 7.9745,
  "smiles": "CC=[P@](C)(CC)CCC",
  "homo_ev": -7.151,
  "molar_mass_g_mol": 146.21,
  "de_lowest_kj_mol": 126.5,
  "species": ["C", "C", "P", "C", "C", "C", "C", "C", "C", "H", "H", "H", "H", "H", "H", "H", "H", "H", "H", "H", "H", "H", "H", "H", "H", "H", "H", "H"],
  "xyz": [[0.071, -2.730, -0.432], [-0.623, -1.842, 0.656], [-0.625, -0.178, 0.666], [-1.395, 0.268, 2.329], [-1.541, 1.388, -0.435], [-2.071, 0.701, -1.721], [1.141, 0.211, 0.783], [1.648, 1.194, -0.218], [3.018, 0.772, -0.800], [-0.397, -2.591, -1.445], [1.149, -2.627, -0.647], [-0.188, -3.810, -0.171], [-1.674, -2.179, 0.775], [-2.358, 0.871, 2.425], [-1.681, -0.667, 2.840], [-0.609, 0.805, 3.016], [-2.413, 1.656, 0.292], [-0.802, 2.231, -0.557], [-1.226, 0.371, -2.383], [-2.528, -0.250, -1.380], [-2.635, 1.294, -2.450], [1.507, -0.836, 0.480], [1.354, 0.565, 1.850], [0.947, 1.208, -1.141], [1.717, 2.085, 0.408], [3.664, 0.273, -0.069], [3.134, 0.104, -1.620], [3.416, 1.712, -1.052]],
  "forces_ev_per_a": [[-1.5, -0.7, -0.5], [-0.9, -1.6, -1.6], [-1.0, 3.1, 1.6], [-0.1, 0.8, 1.5], [-0.3, -1.2, 1.3], [1.6, -0.4, -0.2], [-0.2, -1.7, 0.3], [-0.2, -1.2, -1.8], [0.1, 0.4, 1.8], [0.3, -0.1, 0.7], [-0.3, 0.1, 0.7], [0.7, 1.3, -0.2], [0.5, -0.1, 0.2], [1.4, -0.4, -0.8], [0.5, 0.2, -0.2], [-1.4, -1.0, -1.4], [1.6, -0.2, -1.5], [-1.0, -0.8, 0.1], [-0.3, 0.1, 0.8], [-0.4, 0.6, -0.6], [-0.6, 0.0, 0.7], [0.0, 1.5, 1.2], [0.0, -1.1, -1.4], [0.9, 0.7, 1.7], [0.1, 0.7, -1.2], [-0.1, 0.5, 0.4], [-1.0, -0.4, -1.0], [1.3, 1.0, -0.7]],
  "lowdin_charge": [-0.20, -0.40, 0.83, -0.23, -0.29, -0.20, -0.34, -0.32, -0.11, 0.05, 0.05, 0.07, 0.04, 0.04, 0.03, 0.07, 0.07, 0.06, 0.06, 0.06, 0.06, 0.08, 0.11, 0.11, 0.11, 0.08, 0.06, 0.05]
}


# 2
{
  "formula": "C8H19PS2",
  "method": "ωB97M-V/def2-TZVPD",
  "gap_ev": 9.4304,
  "smiles": "CC(C)(C)P(S)S.C=C(C)C",
  "homo_ev": -8.776,
  "molar_mass_g_mol": 210.35,
  "de_lowest_kj_mol": 66.8,
  "species": ["C", "C", "C", "C", "P", "S", "S", "H", "H", "H", "H", "H", "H", "H", "H", "H", "H", "H", "C", "C", "C", "C", "H", "H", "H", "H", "H", "H", "H", "H"],
  "xyz": [[-2.693, 1.975, 0.548], [-2.959, 0.533, 0.068], [-3.328, 0.515, -1.414], [-4.078, -0.107, 0.892], [-1.388, -0.458, 0.422], [-1.901, -2.268, -0.555], [-0.091, 0.492, -0.961], [-3.342, 2.230, 1.383], [-1.663, 2.111, 0.877], [-2.874, 2.683, -0.256], [-3.524, -0.500, -1.757], [-2.530, 0.937, -2.023], [-4.230, 1.105, -1.570], [-4.976, 0.504, 0.835], [-4.316, -1.100, 0.518], [-3.784, -0.194, 1.937], [-0.948, -2.959, 0.070], [1.006, 0.244, -0.249], [3.583, -0.356, -1.387], [3.916, -0.461, -0.111], [4.563, 0.655, 0.651], [3.663, -1.705, 0.689], [3.764, 0.548, -1.945], [3.127, -1.166, -1.927], [4.656, 1.547, 0.037], [3.983, 0.899, 1.541], [5.558, 0.356, 0.980], [4.602, -2.115, 1.063], [3.037, -1.478, 1.553], [3.169, -2.466, 0.090]],
  "forces_ev_per_a": [[0.2, -0.1, 0.1], [0.2, -0.2, -0.1], [0.1, -0.1, 0.2], [0.2, -0.1, -0.1], [-0.1, 0.3, 0.1], [-0.2, -0.1, -0.2], [-0.1, 0.1, -0.2], [-0.1, 0.0, 0.1], [0.0, 0.1, 0.0], [0.0, 0.1, -0.1], [-0.1, 0.0, -0.1], [0.0, 0.1, -0.1], [-0.1, 0.1, -0.1], [-0.1, 0.1, 0.0], [-0.1, -0.1, 0.0], [-0.1, 0.0, 0.1], [0.1, -0.1, 0.1], [0.2, 0.0, 0.1], [0.0, 0.1, -0.1], [0.0, 0.0, 0.3], [0.0, 0.0, -0.2], [0.0, 0.0, -0.2], [0.1, 0.2, -0.1], [-0.2, -0.3, -0.1], [0.0, 0.1, 0.0], [0.0, 0.0, 0.1], [0.1, 0.0, 0.1], [0.1, 0.0, 0.1], [0.0, 0.0, 0.1], [0.0, -0.1, 0.0]],
  "lowdin_charge": [-0.12, -0.86, -0.15, -0.14, 0.38, 0.36, 0.38, 0.07, 0.04, 0.08, 0.04, 0.05, 0.09, 0.08, 0.05, 0.08, -0.21, -0.23, 0.01, -0.45, -0.07, -0.07, 0.06, 0.06, 0.07, 0.08, 0.08, 0.08, 0.08, 0.07]
}


# 3
{
  "formula": "C8H20AsCsF6NO",
  "method": "ωB97M-V/def2-TZVPD",
  "gap_ev": 8.0626,
  "total_charge": 1,
  "homo_ev": -11.909,
  "molar_mass_g_mol": 468.07,
  "de_lowest_kj_mol": 0.0,
  "species": ["Cs", "C", "C", "N", "C", "C", "C", "C", "C", "O", "C", "H", "H", "H", "H", "H", "H", "H", "H", "H", "H", "H", "H", "H", "H", "H", "H", "H", "H", "H", "H", "As", "F", "F", "F", "F", "F", "F"],
  "xyz": [[7.471, 2.499, 0.095], [-2.452, 0.210, -2.461], [-2.330, -1.268, -1.841], [-1.527, -1.352, -0.428], [-2.378, -0.726, 0.713], [-1.374, -2.877, -0.120], [-0.697, -3.323, 1.178], [-0.149, -0.711, -0.617], [0.684, -1.189, -1.764], [1.951, -0.530, -1.842], [2.830, -0.957, -2.826], [-3.070, 0.219, -3.359], [-1.453, 0.442, -2.830], [-2.901, 0.980, -1.834], [-1.698, -1.893, -2.472], [-3.261, -1.741, -1.525], [-1.902, -0.866, 1.684], [-3.340, -1.240, 0.725], [-2.557, 0.334, 0.532], [-0.840, -3.266, -0.987], [-2.403, -3.235, -0.077], [-0.641, -4.396, 1.361], [-1.240, -2.948, 2.045], [0.343, -3.006, 1.257], [0.322, -0.950, 0.336], [-0.235, 0.374, -0.668], [0.227, -0.992, -2.734], [0.830, -2.267, -1.690], [3.780, -0.426, -2.764], [2.500, -0.636, -3.814], [3.044, -2.015, -2.674], [1.764, 5.403, 4.157], [1.803, 3.857, 5.209], [0.461, 4.507, 3.159], [1.809, 6.818, 3.146], [2.890, 6.187, 5.228], [3.170, 4.826, 3.269], [0.570, 6.154, 5.233]],
  "forces_ev_per_a": [[-0.1, 0.2, 0.2], [0.4, -1.8, 0.4], [0.4, 1.4, 1.5], [-0.4, 0.1, -0.8], [0.6, -0.1, -0.9], [-0.2, 0.1, -0.2], [0.3, 1.0, 0.5], [-0.3, 0.6, 1.9], [1.0, -0.6, -1.8], [-1.1, 0.9, 2.2], [0.4, -0.1, -0.5], [-0.1, -0.6, 0.0], [-0.1, 0.6, 0.3], [0.4, -0.2, 0.3], [-0.6, 0.0, -0.1], [-0.1, 0.1, -0.7], [0.2, 0.0, -0.3], [0.1, -0.1, -0.1], [0.3, -0.1, -0.1], [-0.3, -0.2, 0.1], [0.0, -0.1, -0.4], [-0.4, -0.1, -0.8], [0.1, 0.1, 0.0], [0.0, 0.2, 0.0], [0.4, 0.2, -0.1], [-0.4, 0.0, 0.1], [-0.5, -0.1, -0.1], [0.2, -0.3, -0.1], [0.0, 0.1, 0.7], [-0.4, -0.7, -0.3], [-0.1, -0.2, -0.7], [-0.8, -1.1, 2.1], [0.0, 1.9, -1.5], [2.0, 1.5, 1.0], [-0.7, -0.6, -0.2], [0.4, -0.4, 0.0], [-0.8, -0.6, -0.3], [-0.1, -1.0, -1.2]],
  "lowdin_charge": [0.98, -0.02, -0.07, -0.23, 0.05, -0.15, -0.05, -0.09, -0.21, -0.17, -0.11, 0.09, 0.06, 0.08, 0.11, 0.12, 0.10, 0.11, 0.11, 0.11, 0.13, 0.10, 0.08, 0.08, 0.13, 0.15, 0.12, 0.12, 0.09, 0.10, 0.10, 0.86, -0.35, -0.35, -0.27, -0.29, -0.31, -0.29]
}


Q: What is the formula in the first record?
A: C8H19P


Q: Number 1 is which compound?
A: C8H19P